1.
Computed, not measured: a molecular structure, C9H13N4OS in a non-equilibrium geometry, with the ωB97M-V functional and the def2-TZVPD basis.

Geometry (Å):
C -1.372 -1.337 1.537
C -2.459 -2.820 0.273
C -1.703 -0.545 0.377
C -0.811 1.727 1.206
C 1.253 1.627 0.121
C -1.264 0.778 0.080
C 1.672 -1.255 -0.506
C 2.142 0.216 -2.495
C 1.086 -0.216 -1.426
N -1.923 -2.607 1.415
N 0.416 2.210 1.104
N 0.579 0.856 -0.645
N -1.703 1.971 2.152
O 2.422 1.929 -0.003
S -2.466 -1.476 -0.816
H -0.798 -0.959 2.323
H -2.920 -3.758 0.128
H -1.803 1.332 -0.818
H 2.716 -1.195 -0.493
H 1.295 -1.068 0.509
H 1.360 -2.234 -0.768
H 1.731 0.938 -3.178
H 2.361 -0.681 -3.035
H 3.052 0.635 -2.142
H 0.189 -0.737 -1.952
H 0.817 2.811 1.787
H -2.501 1.387 2.333
H -1.369 2.473 2.934

Results
maximum force: 5.6 eV/Å
multiplicity: 1
total charge: +1
relative energy (zero: lowest compared OMol25 entry of this formula, charge and spin): 40.0 kcal per mole
E: -28378.8224 eV
HOMO-LUMO gap: 8.21 eV
lowest unoccupied orbital energy: -4.680 eV
highest occupied orbital energy: -12.9 eV


2.
Computed, not measured: C7H13NO3 in the gas phase in a non-equilibrium geometry, with the ωB97M-V functional and the def2-TZVPD basis.

Geometry (Å):
C 1.198 -0.552 -0.496
C 3.095 0.115 1.125
C 1.925 -0.722 0.859
C -1.384 1.497 0.635
C -2.491 -0.747 0.264
C -1.168 0.001 0.431
C -0.253 -0.254 -0.753
N -0.608 0.357 -1.987
O 2.109 -0.174 -1.469
O 0.292 -1.573 -0.839
O 1.866 0.349 1.751
H 3.886 -0.261 1.761
H 3.388 0.839 0.375
H 1.827 -1.715 1.284
H -1.960 1.655 1.547
H -1.925 1.936 -0.201
H -0.427 2.003 0.745
H -2.299 -1.787 0.005
H -3.104 -0.298 -0.515
H -3.050 -0.719 1.195
H -0.657 -0.398 1.312
H -1.619 0.404 -2.062
H 1.641 0.253 -2.199
H -0.281 -0.209 -2.767

Results
maximum force: 1.7 eV/Å
multiplicity: 1
relative energy (zero: lowest compared OMol25 entry of this formula, charge and spin): 67.3 kcal per mole
E: -15100.4917 eV
HOMO-LUMO gap: 10.23 eV
lowest unoccupied orbital energy: 0.835 eV
highest occupied orbital energy: -9.4 eV
SMILES: CC(C)[C@]1(N)O[C@]1(O)[C@H]1CO1


3.
Computed, not measured: a gas-phase ion, C4H9N2 (charge +1) in a non-equilibrium geometry, with the ωB97M-V functional and the def2-TZVPD basis.

Geometry (Å):
C -1.529 -1.011 0.225
C -0.948 1.412 0.014
C -0.679 -0.049 -0.106
C 1.449 -0.922 0.330
N 0.017 2.130 -0.372
N 0.643 -0.335 -0.752
H -1.192 -2.107 0.252
H -2.582 -1.058 0.522
H -1.929 1.755 0.505
H 2.443 -1.266 0.090
H 1.724 -0.152 1.075
H 0.989 -1.775 0.830
H 0.287 3.083 -0.577
H 0.569 -1.083 -1.371
H 0.740 1.379 -0.664

Results
maximum force: 3.6 eV/Å
multiplicity: 1
total charge: +1
relative energy (zero: lowest compared OMol25 entry of this formula, charge and spin): 61.8 kcal per mole
E: -7265.4619 eV
HOMO-LUMO gap: 9.79 eV
lowest unoccupied orbital energy: -5.178 eV
highest occupied orbital energy: -15.0 eV
SMILES: C=C(C=[NH2+])NC